[1]
Computed, not measured: a 14-piece molecular cluster, C67H156N6O19 overall, with ωB97M-V with the def2-TZVPD basis set.

ORCA input file:
```
! wB97M-V def2-TZVPD RIJCOSX def2/J DEFGRID3
* xyz 0 1
O 3.6362 -4.1966 -1.5971
O 3.2828 0.4888 3.5775
O 4.1249 -4.6488 3.6966
O -4.0576 5.6782 -1.7390
O 1.5498 -1.4849 5.7461
O -6.2504 -0.0877 0.3376
O 3.0589 -6.8585 -0.2463
O -1.6232 -6.3370 -5.6024
O 1.0833 -1.0922 2.7004
O -0.2462 -3.6011 6.6287
O 6.2193 -1.6254 3.9570
O 3.2414 -6.4098 5.8469
O 3.4373 2.0865 -2.3482
O 1.3407 -8.9010 -0.7266
O 5.7060 1.2358 -0.8251
O -0.5213 0.4623 4.2628
O 0.6430 3.1575 4.5706
O -2.8016 1.7925 5.1335
O 2.7446 3.6492 -0.1051
N -2.8575 5.8493 -2.4698
N -2.1665 -6.1172 -4.3043
N -5.7295 -0.3445 -0.9816
N 0.5799 -1.3889 1.3923
N 3.4753 2.0348 -3.7560
N -0.6042 3.7229 5.0467
C 3.4386 -6.8731 4.5121
C 2.5267 -0.2696 -3.8204
C -6.4856 2.0476 -1.8111
C 0.1295 3.1595 7.3305
C 0.9731 1.7171 -4.0896
C -1.2127 4.5737 4.0335
C -4.2404 -0.4373 -1.0612
C 0.4077 -3.1172 -0.2116
C -3.5608 0.8207 -0.4026
C 0.9496 -2.8030 1.1768
C -3.2112 8.1914 -2.5863
C 2.6826 1.1122 -5.8949
C -1.9783 4.6327 -2.4003
C -0.3066 4.2671 6.3487
C -2.5926 -7.0837 -2.0988
C 4.7026 0.2100 3.6059
C -3.8977 -1.6986 -0.2374
C 0.0445 6.1081 -2.4921
C -0.8468 7.3339 -2.7220
C 0.4438 -0.7748 -0.9318
C 3.7922 3.4047 -4.3195
C 6.0702 0.4358 -1.9362
C 4.9298 -1.1230 4.3272
C 0.8972 -2.2254 -1.3498
C -1.5281 3.6425 2.8081
C 1.8296 -6.8399 0.5024
C -2.7780 3.5641 -3.2169
C 2.4823 -3.0570 1.2540
C 3.9385 3.3038 -5.9400
C -3.7985 -0.6571 -2.4704
C -2.2812 -4.5875 -2.3971
C 2.7908 4.4592 -3.9430
C 3.3235 -5.8073 3.4457
C -1.6677 -4.8079 -3.8064
C 1.9182 -2.9545 5.7276
C -7.9623 0.0827 -1.9221
C -2.6119 0.4853 5.5202
C 5.1264 3.9303 -3.8464
C -2.1671 7.2822 -0.5473
C 1.4480 -8.3014 0.5759
C 2.3868 1.1742 -4.3800
C 2.8708 2.4551 -6.6145
C -0.4760 -7.7854 -3.2748
C -1.8204 4.0508 -0.9863
C -4.5080 0.2304 -3.5126
C 1.1714 -3.7062 6.8937
C 2.5032 0.0295 0.3400
C -2.3300 -3.7442 -4.7399
C -5.9716 0.0595 -3.3995
C 0.9672 -0.3450 0.4107
C -2.1760 5.9093 5.9198
C 0.2073 -3.6776 2.1957
C -2.7598 -8.4860 -4.0070
C -6.4848 0.4674 -2.0519
C 0.8725 5.3198 6.2480
C -1.7452 -0.2889 4.4004
C -0.6756 4.9616 -3.1002
C -1.9609 -7.3330 -3.4590
C -2.0721 -5.7840 -1.4438
C -1.5734 4.9240 6.9397
C -0.2214 5.6511 3.4954
C 2.0455 4.1557 0.9844
C -0.1811 -4.5648 -3.8228
C 0.2919 0.9114 0.9495
C 4.9300 -3.5659 -1.7590
C -2.2169 7.1439 -2.0609
C -2.4714 5.1475 4.6785
H -0.5704 3.4866 2.3729
H 0.7753 1.4661 1.7518
H -2.7640 3.7433 -0.4901
H -3.4158 -3.8615 -4.7553
H -2.2713 4.2184 2.2240
H -2.4558 -6.3456 -6.1020
H 4.0809 -1.8170 4.1103
H 5.1746 1.0178 4.1294
H 3.5659 -0.6471 -3.9622
H -3.0028 6.7754 -0.0889
H 2.8655 -2.7210 2.2512
H 5.1430 1.9348 -1.1366
H 0.1691 1.5614 0.0561
H 0.0986 -7.1253 -2.5753
H 3.5344 0.4658 -6.0357
H -2.2440 -0.2962 3.3830
H -3.6554 0.1533 5.6194
H -4.1798 8.1405 -2.0933
H 4.8196 -0.9812 5.4111
H -2.6911 -9.3783 -3.3694
H -3.7782 0.9683 0.6489
H 2.2196 -8.7514 -1.0719
H -1.5583 -1.3084 4.7412
H -6.4716 0.5870 -4.1678
H -4.2004 -0.0301 -4.5476
H -0.0207 4.0922 -3.2416
H -1.4024 5.3046 7.9628
H 3.0270 0.0563 1.2736
H 4.9175 2.8150 -6.0149
H -0.1069 6.4204 4.2201
H 3.8694 4.3468 -6.2386
H 4.9655 4.3793 -2.8675
H 4.4293 -7.3656 4.5037
H 2.7202 2.6467 -1.9940
H 0.3263 -4.7734 2.0791
H 1.3672 -4.7949 6.9945
H 1.9391 4.2933 -4.6192
H 0.2986 -5.2022 -3.0762
H -8.3937 0.6102 -2.7933
H 0.0661 -3.5052 -3.6515
H 1.0611 4.3664 0.6080
H -4.3327 -2.6246 -0.6127
H -8.0930 -0.9997 -1.9614
H 0.8538 -1.3532 5.0680
H -5.8258 2.5647 -2.5066
H -1.2541 6.8713 -0.1445
H 2.2177 -8.8644 1.1094
H 2.7562 -4.1367 1.1816
H 0.7909 1.8280 -3.0239
H 2.3190 -5.5134 3.2931
H -1.3015 3.1009 -1.0645
H -0.5148 2.2681 7.4054
H -4.0342 -1.7317 -2.7518
H -0.6449 -0.8765 -0.9435
H 0.1245 3.5159 8.3242
H 0.3609 2.2502 4.4313
H 5.5183 4.7279 -4.4628
H -1.9449 2.7074 3.1863
H 3.2015 5.4443 -4.1817
H 2.3784 5.1590 1.2366
H 1.5418 4.9378 5.4907
H 1.4886 -3.2632 7.8075
H 1.6515 -3.3919 4.7620
H 4.7834 -2.4743 -1.5554
H -2.7128 -0.5195 -2.5219
H 0.9220 2.6451 -4.6166
H -3.7522 3.4749 -2.7943
H 0.2414 1.0492 -4.4814
H -0.0445 -7.6686 -4.2674
H -6.1417 -1.0466 -3.4792
H -2.4544 0.7594 -0.4843
H -3.3237 -4.3607 -2.6745
H 7.1266 0.1990 -1.8914
H 2.6477 1.0062 -0.1630
H -1.8888 -3.7500 -1.8509
H 2.8674 0.2641 4.4252
H 1.9967 3.5664 1.9266
H 2.9999 -3.0777 5.7912
H 5.5852 -3.9892 -0.9679
H 1.1319 2.8341 7.1908
H -4.6720 5.4737 -2.4250
H 0.5603 -4.1577 -0.4889
H -1.3637 4.7698 -0.2655
H -2.7373 3.8629 -4.2466
H 3.9713 -5.7791 6.0293
H 2.9791 -2.5632 0.4537
H 0.7424 5.2947 3.1932
H -0.3812 -8.7847 -2.9060
H 5.9566 1.0798 -2.8671
H -2.8016 9.1746 -2.3277
H 2.2788 -0.1836 -2.7331
H -1.9343 2.2675 5.1855
H -1.8382 -3.6556 -5.7354
H -0.4318 8.2261 -2.3300
H -2.2976 4.1091 7.0542
H 5.3533 -3.7865 -2.7803
H 3.0588 -4.0847 -2.3716
H 2.6293 4.5156 -2.8482
H -3.6434 -7.0570 -2.2013
H 1.9733 -0.7330 2.6333
H 6.5946 -1.9002 4.8130
H -2.4346 -8.7306 -5.0332
H 1.9197 -6.4960 1.5246
H -3.2541 4.3586 4.8787
H 0.3922 -2.3953 -2.3191
H -2.8031 -1.8441 -0.2845
H 1.8928 0.6221 -6.4153
H 3.6860 3.8180 0.0462
H 3.6255 -6.2957 2.4996
H 0.5826 -0.1437 -1.7882
H 1.0384 6.3711 -2.8334
H -2.3894 -7.8570 -1.3708
H -3.1240 6.3495 6.2377
H -2.3165 2.5900 -3.0461
H -2.2117 8.3536 -0.2635
H 5.0455 0.2543 2.5901
H -1.9973 0.4463 6.4277
H -0.6977 0.5805 1.2657
H 0.4360 -8.3100 1.0543
H -7.5186 2.4231 -1.8280
H 0.3992 -3.5350 3.2062
H 0.5073 6.2980 5.9877
H 1.8515 -0.9872 -4.2756
H 0.9524 -6.3308 0.0264
H -4.2538 1.2792 -3.3155
H -3.7863 -8.1538 -4.1214
H 0.0963 5.9817 -1.4064
H 2.9557 -0.7630 -0.3119
H -2.1028 -2.7711 -4.2753
H 5.0474 -4.8829 3.5218
H -1.5511 6.8174 5.7146
H -5.8567 0.7542 0.6388
H -3.3418 8.0483 -3.6271
H -1.0138 -5.9363 -1.2637
H -0.3712 -2.6346 6.6200
H 3.1759 -5.9627 -0.5879
H 0.1454 -4.8493 -4.8229
H 1.9649 3.0418 -6.5405
H -1.0488 7.4928 -3.7969
H -0.7422 6.1152 2.6337
H -0.6464 -2.9014 -0.0870
H -2.5956 -5.5932 -0.5158
H 1.9740 -2.2066 -1.5236
H 5.9401 3.1818 -3.7360
H -0.8538 -3.4875 2.0330
H -4.1907 -1.5976 0.8253
H -2.9827 5.7717 3.9268
H -0.0321 0.0988 3.5039
H -0.9948 5.2881 -4.0922
H 3.0833 2.3454 -7.6741
H -6.0286 2.2440 -0.8448
H 1.4487 5.3775 7.2103
H -8.3387 0.4748 -0.9486
H -3.8357 1.6830 -1.0001
H 2.6977 -7.6607 4.3298
H 5.3819 -0.4211 -2.0172
*
```

Output
gap between HOMO and LUMO: 8.66 eV
energy above the lowest of the compared OMol25 structures with the same formula, charge and spin: 0.000 eV


[2]
Computed, not measured: a 5-piece molecular cluster, C67H49NO12 overall, with ωB97M-V with the def2-TZVPD basis set.

ORCA input file:
```
! wB97M-V def2-TZVPD RIJCOSX def2/J DEFGRID3
* xyz 0 1
O -0.7766 5.5478 8.9878
O 3.2543 -2.0817 -2.4628
O -0.3278 2.1912 2.1469
O -0.0525 -2.2842 1.3522
O 1.6948 6.2799 4.3162
O 7.5436 -2.1270 0.7106
O -10.3654 3.3212 -4.2646
O 6.8777 -5.9007 -5.3697
O 0.2362 0.0938 1.0607
O -6.0823 3.2114 -1.0867
O 6.2377 -9.3981 -1.3920
O -4.6589 -2.9733 -2.3807
N -3.1493 5.0295 -0.1113
C -10.9240 2.3337 -0.2372
C 3.8387 -3.1012 2.3901
C 5.5607 -1.6903 -2.2603
C 6.9310 -0.9422 -4.0991
C -8.5428 2.5594 0.0678
C -10.7887 2.6797 -1.5774
C 5.3294 -7.6033 -2.6022
C 0.4112 4.8477 5.6631
C -2.3789 4.1986 0.8765
C -0.1863 5.7024 7.9319
C -8.4054 2.9209 -1.2732
C 8.5485 -9.6402 -2.9437
C 5.5054 -6.6760 -3.6295
C 5.2243 -2.4429 0.5281
C -6.6729 4.4320 -5.8872
C 7.5725 -8.6716 -3.1815
C 3.1875 -6.6189 -2.0849
C 4.2296 -2.0652 -1.7305
C -3.3155 3.1359 1.6848
C -6.9412 3.6840 -3.2173
C 3.3729 -5.6809 -3.0981
C 9.8017 -8.8436 -4.8439
C 1.1534 6.1006 5.3933
C -0.9116 2.4510 6.1804
C 0.5724 6.9464 7.6699
C 5.0927 -2.7978 1.8711
C 6.3704 -8.6165 -2.3178
C 1.3716 9.0923 8.4294
C -4.8980 -1.5719 -2.6524
C 6.6767 -1.6760 -1.4235
C 9.6605 -9.7243 -3.7737
C 0.6342 7.9352 8.6529
C -7.9167 4.0507 -5.3964
C -3.0171 -2.6903 -0.4231
C -8.0557 3.6867 -4.0565
C -9.5277 2.9691 -2.1001
C 8.8399 -7.8663 -5.0731
C 2.7127 -3.0507 1.5709
C 4.1650 -7.5758 -1.8335
C -0.3103 2.6621 4.9411
C -5.5647 4.4526 -5.0429
C 1.2348 7.1286 6.4560
C -9.8001 2.2664 0.5833
C 0.3506 3.8571 4.6818
C 6.5579 -2.0874 -0.0061
C -0.2118 4.6459 6.8956
C -5.6962 4.0737 -3.7117
C -3.3049 -1.4939 0.6144
C 4.5289 -5.7083 -3.8697
C -4.4503 -3.2346 -0.9787
C 8.0406 -0.9045 -3.2576
C 2.0497 9.2661 7.2249
C 1.9784 8.2892 6.2378
C -9.3919 3.3227 -3.5317
C 4.1000 -2.4115 -0.2974
C -3.4061 1.6904 0.9918
C -0.6006 1.1483 1.5233
C -2.1052 0.7915 1.1512
C 2.8428 -2.7113 0.2288
C -0.8681 3.4427 7.1543
C -1.9915 -0.6319 0.9757
C -0.4927 -1.1425 1.1820
C -7.0670 3.2655 -1.8038
C 5.6928 -1.3334 -3.6029
C 7.9160 -1.2763 -1.9237
C 6.7162 -6.7185 -4.4799
C 7.7260 -7.7742 -4.2385
H 3.7378 -3.3731 3.4359
H 2.6131 -4.9297 -3.2889
H -1.3427 3.2744 8.1157
H -11.6681 2.7271 -2.2116
H 2.6328 10.1654 7.0550
H -4.1652 -1.2607 -3.4765
H 0.8215 4.0131 3.7167
H -4.7115 -0.8811 -1.7650
H 9.0041 -0.5870 -3.6428
H 4.8310 -1.3555 -4.2620
H -3.0556 3.1120 2.7983
H -2.5643 -3.5567 0.1716
H -4.4220 -4.3838 -0.8715
H -1.9862 4.9300 1.6813
H -4.5970 4.7624 -5.4238
H 7.0311 -0.6607 -5.1423
H 4.0155 -8.3016 -1.0406
H 2.2806 -6.6025 -1.4891
H -4.1942 -0.8406 0.3195
H -4.8280 4.0869 -3.0595
H 1.9621 -2.6771 -0.4041
H 5.9653 -2.8342 2.5154
H -7.6716 2.5100 0.7130
H -2.3242 -2.3851 -1.2902
H 8.9579 -7.1797 -5.9052
H 0.1120 7.8032 9.5950
H -1.5440 3.6027 0.3810
H -4.0310 5.3647 0.3177
H -4.3807 3.5846 1.6297
H -2.6010 5.8880 -0.2684
H -6.5674 4.7191 -6.9283
H -3.5707 1.8621 -0.1377
H 8.7850 -1.2499 -1.2742
H 8.4412 -10.3324 -2.1150
H -5.9882 -1.3932 -2.9907
H 1.4217 9.8582 9.1965
H -1.4166 1.5127 6.3865
H -4.3059 1.1110 1.3992
H 10.4163 -10.4810 -3.5900
H -8.7771 4.0420 -6.0574
H -11.9063 2.1141 0.1684
H 2.5066 8.4325 5.3006
H -9.9055 1.9894 1.6273
H -3.6123 -2.0029 1.6069
H 1.7362 -3.2778 1.9780
H -5.2965 -2.8813 -0.2946
H 10.6638 -8.9181 -5.4987
H 4.6655 -4.9778 -4.6606
H -0.3525 1.8936 4.1811
*
```

Output
gap between HOMO and LUMO: 8.20 eV
SMILES: O=C1c2ccccc2C(=O)c2ccccc21.O=C1c2ccccc2C(=O)c2ccccc21.O=C1c2ccccc2C(=O)c2ccccc21.O=C1c2ccccc2C(=O)c2ccccc21.COCCCC1=C(CCCN)C(=O)OC1=O


no.,DFT total energy (Ha),strongest force on any atom (eV/Å),highest occupied orbital energy (eV)
1,-4404.0638,2.9,-8.41
2,-3540.1604,5.0,-9.42